[1]
A 13-piece molecular cluster, C5H38N2O12 overall in a non-equilibrium geometry, computed with ωB97M-V/def2-TZVPD.

XYZ file:
```
57
Properties=species:S:1:pos:R:3:forces:R:3:nbo_charge:R:1
C -2.1256 -0.8971 -2.9094 -1.40 1.49 -1.67 -0.62
C -2.5431 -0.5013 -1.5073 1.65 0.86 0.53 -0.23
N -2.0701 0.8832 -1.3810 -0.89 2.20 1.48 -0.67
C -2.7375 1.6494 -0.2254 2.11 -1.98 -0.55 -0.23
C -1.7342 1.8880 0.9252 -1.37 0.38 0.33 -0.26
N -1.0294 0.7440 1.5674 -1.83 2.54 0.74 -0.66
C -2.0486 -0.0638 2.3003 0.13 -1.22 -0.53 -0.45
H -2.9504 -0.6696 -3.6317 0.22 -0.42 0.58 0.20
H -1.3607 -0.1700 -3.3324 -0.28 -1.43 1.00 0.22
H -1.9128 -1.9377 -2.9840 0.62 -0.68 -0.24 0.22
H -3.5833 -0.3947 -1.2235 -0.50 -0.71 -0.80 0.19
H -2.0910 -1.2082 -0.7748 -0.32 0.54 -0.38 0.18
H -1.0553 0.9654 -1.3300 -0.31 -0.36 0.07 0.36
H -3.0711 2.6717 -0.4587 -0.36 -0.59 -0.47 0.19
H -3.5155 0.9383 0.0693 -0.39 0.87 0.25 0.18
H -2.3396 2.4845 1.6339 0.31 -0.70 0.53 0.19
H -1.1121 2.6756 0.5615 1.46 0.11 -0.36 0.19
H 1.3328 -3.5453 3.0826 0.22 1.15 1.28 0.50
H -2.5328 -0.6694 1.5230 -0.02 -0.64 0.61 0.18
H -2.9147 0.3557 2.8705 1.07 1.07 -0.84 0.22
H -1.5503 -0.6354 3.0935 0.04 -0.37 -0.58 0.20
H -0.4772 2.2051 -3.1175 1.62 -0.85 -0.49 0.49
H 0.2433 1.8112 -4.3997 0.03 -0.06 -0.84 0.48
O 0.3906 1.8203 -3.4624 -1.73 0.93 1.30 -0.96
H 2.7077 2.8464 -1.1339 0.00 -0.39 0.38 0.47
H 1.7479 3.9813 -1.1451 0.61 0.03 -0.19 0.47
O 2.6663 3.7646 -1.3906 -0.61 0.57 -0.15 -0.94
H 0.9333 -1.3049 -0.5395 0.81 0.38 -0.95 0.48
H 1.4091 -0.3208 -1.7846 0.30 -0.53 0.02 0.52
O 0.6936 -0.6127 -1.1800 -0.86 0.16 0.93 -1.00
H -0.5511 0.2662 0.8150 -0.30 -0.70 0.24 0.37
H 2.6724 -2.9483 2.1720 0.13 1.10 1.49 0.50
O 1.9333 -3.4944 2.3677 -0.40 -2.33 -2.83 -1.01
H 1.1018 -2.5946 -3.7410 -0.97 0.07 0.22 0.47
H 1.9780 -3.4717 -3.0355 -1.13 -0.42 0.60 0.46
O 1.0089 -3.2637 -3.0406 2.10 0.30 -0.75 -0.93
H 3.1221 -0.1548 2.9419 0.41 0.96 0.05 0.47
H 2.1865 -0.2742 4.1493 -0.14 0.49 0.32 0.48
O 2.6134 -0.7648 3.4557 -0.26 -1.19 -0.17 -0.96
H -0.3199 1.6839 3.2669 0.47 0.18 0.54 0.48
H -0.4450 3.1409 3.2024 0.84 -0.81 1.58 0.46
O -0.0929 2.4520 3.8497 -1.19 0.62 -2.23 -0.96
H -0.5823 -3.7061 -0.9922 0.61 0.67 -0.01 0.50
H -0.4597 -2.2306 -0.3142 0.28 -0.58 -0.64 0.46
O -0.9770 -3.0249 -0.4383 -1.11 -0.52 0.62 -0.95
H 2.4795 1.4180 -2.8378 -0.11 -0.85 -0.15 0.51
H 3.0408 0.7891 -1.6164 0.31 -0.12 0.58 0.48
O 2.7710 0.5395 -2.5000 -0.13 0.84 -0.53 -0.95
H 2.2311 1.2720 0.9837 -0.41 0.12 -0.08 0.49
H 1.2831 0.8078 -0.1893 -0.11 -0.28 0.01 0.50
O 1.9434 1.4636 0.0789 0.43 0.28 0.23 -1.02
H 4.0083 0.2440 1.2968 0.19 -0.65 -0.60 0.46
H 4.2086 1.7058 0.9625 0.11 0.37 -0.32 0.49
O 4.2351 1.0808 1.6838 0.03 0.16 0.79 -0.94
H -1.7828 -3.0760 3.1921 0.25 0.37 0.36 0.46
H -2.7366 -3.0011 2.0169 -0.09 0.23 -0.33 0.47
O -2.2393 -3.6123 2.5547 -0.16 -0.68 0.03 -0.93
```
Forces are in eV/Å.

Summary:
Gap between HOMO and LUMO ... 0.31304 Ha
Electronic energy ... -1225.56731 Ha
HOMO energy ... -0.3199 Eh
LUMO energy ... -0.2 eV
Energy above the lowest of the compared OMol25 structures with the same formula, charge and spin ... 581.9 kJ/mol



[2]
A 14-piece molecular cluster, C5H38N2O14 overall in a non-equilibrium geometry, computed with ωB97M-V/def2-TZVPD.

XYZ file:
```
59
Properties=species:S:1:pos:R:3:forces:R:3:nbo_charge:R:1
C 0.6958 -1.3836 0.4918 -0.54 0.89 -2.25 -0.27
N -0.3547 -0.4396 1.0181 0.44 0.01 0.73 -0.69
C -1.4103 -1.0948 1.8746 3.18 -1.36 -3.11 -0.37
C -0.7689 -1.6687 3.1389 -0.45 1.45 0.47 0.45
O 0.2539 -1.2330 3.6363 -0.46 -0.94 -0.46 -0.58
C 2.1252 -0.8656 0.6611 2.14 0.32 -0.99 -0.29
N 2.2372 0.5943 0.0263 1.08 -2.25 1.90 -0.70
C 3.6215 0.7053 -0.5626 -1.27 3.81 0.43 -0.45
H 0.4990 -2.4655 0.6706 0.34 0.79 0.19 0.23
H 0.5157 -1.1630 -0.6004 0.60 -1.38 0.64 0.21
H 0.2424 0.2358 1.4626 -0.56 0.60 0.98 0.37
H -1.5413 -1.9549 1.0426 -1.11 1.50 2.84 0.28
H -2.2382 -0.3696 1.9965 0.16 -1.01 0.27 0.25
H -1.3293 -2.4198 3.6945 -0.19 -0.53 0.01 0.13
H 2.7179 -0.9451 1.5786 -1.34 0.85 1.31 0.20
H 2.9554 -1.5481 0.2458 -1.88 0.69 -1.10 0.23
H 2.2551 1.2191 0.8785 -0.05 -0.57 -1.42 0.39
H 4.2684 1.0284 0.2061 1.36 -0.87 1.39 0.19
H 3.9485 -0.1365 -1.1160 0.10 -0.54 -0.62 0.21
H 3.7181 1.7327 -1.0729 -0.65 -1.84 -0.51 0.22
H 2.3137 2.2241 2.8853 0.00 1.33 -0.48 0.50
H 2.3086 3.7306 2.3123 -0.32 0.01 0.33 0.47
O 2.7636 2.8917 2.3015 0.50 -1.02 -0.02 -0.99
H -0.2296 -3.1334 -2.2127 0.15 0.70 -0.10 0.49
H 0.4320 -4.4027 -2.7384 -0.26 0.17 0.41 0.48
O -0.1180 -4.0609 -2.0146 0.22 -0.95 -0.12 -0.98
H -2.6513 1.3106 -0.3418 -1.07 -0.46 -0.46 0.47
H -3.5744 2.0938 0.3714 -0.96 -0.37 -0.35 0.48
O -3.6380 1.4597 -0.3735 2.25 0.51 0.92 -0.95
H 1.0132 0.0368 -3.3165 -0.15 -0.24 1.48 0.47
H 1.0769 0.2840 -4.6975 1.34 -0.86 0.17 0.45
O 1.6288 -0.1775 -4.0083 -0.93 1.04 -1.90 -0.94
H -0.3180 -5.1390 0.1417 -0.52 0.44 0.08 0.50
H -0.0831 -5.1314 1.7393 -1.01 0.44 0.61 0.47
O 0.2387 -5.3552 0.8869 1.58 -0.77 -0.78 -0.97
H -0.2732 2.9859 -0.1133 0.36 -0.74 -0.22 0.47
H -0.2968 4.4054 0.4692 -0.61 -1.06 -1.94 0.46
O -0.5651 3.8626 -0.3477 0.35 1.73 2.10 -0.94
H -2.8333 3.0069 2.0399 0.11 0.90 0.05 0.48
H -1.5633 2.1298 2.0014 1.07 0.26 -0.27 0.48
O -2.4877 2.1370 2.1880 -0.99 -0.96 0.42 -0.95
H -2.2995 0.9514 -3.5281 -0.51 -0.23 0.25 0.47
H -2.9547 1.3101 -2.1924 -0.36 -0.83 -0.71 0.49
O -2.8886 0.5720 -2.8478 0.76 1.16 0.08 -0.96
H 2.1127 3.4598 -2.0796 0.10 0.83 0.98 0.46
H 1.7483 2.6311 -3.1733 0.61 -0.05 -0.60 0.47
O 2.5251 3.1341 -2.8700 -0.79 -0.62 -0.43 -0.92
H 0.2810 1.4169 4.0713 0.93 0.13 -0.89 0.49
H 1.2048 0.3319 3.6259 -0.03 -0.21 -0.42 0.52
O 0.9952 1.2529 3.4024 -1.09 0.22 1.38 -0.98
H -3.8127 -2.0633 -0.5661 -0.11 0.17 0.04 0.48
H -3.4025 -0.7510 0.0851 -0.17 1.29 -0.37 0.48
O -3.4502 -1.6793 0.2396 -0.47 -1.54 -0.26 -0.95
H 1.3935 1.2302 -1.7097 -2.06 -0.05 -0.18 0.52
H 0.1289 0.6740 -1.1518 -0.24 -0.02 0.16 0.49
O 0.3881 1.2131 -1.9118 1.69 0.11 0.21 -1.03
H -1.0373 -0.5570 -2.8274 -0.17 0.76 0.26 0.49
H -1.6745 -1.8946 -2.8554 -0.95 -0.37 -0.06 0.48
O -0.8232 -1.4820 -2.8629 0.78 -0.50 -0.08 -0.96
```
Forces are in eV/Å.

Summary:
Gap between HOMO and LUMO ... 0.32488 Ha
Electronic energy ... -1376.02216 Ha
HOMO energy ... -0.3412 Eh
LUMO energy ... -0.4 eV
Energy above the lowest of the compared OMol25 structures with the same formula, charge and spin ... 761.7 kJ/mol



[3]
A 15-piece molecular cluster, C5H38N5O16 overall, computed with ωB97M-V/def2-TZVPD.

XYZ file:
```
64
Properties=species:S:1:pos:R:3:forces:R:3:nbo_charge:R:1
N 1.4561 -0.7752 0.6262 0.06 0.37 -0.13 -0.82
C 1.2677 0.6449 0.3588 0.34 -0.56 -0.27 -0.29
C -0.1565 0.9117 0.0400 0.17 0.14 0.13 0.48
N -1.1786 0.1140 0.2703 -0.41 -0.33 0.11 -0.50
C -2.2626 0.7378 -0.2195 -0.19 0.16 -0.03 0.60
N -3.5033 0.2523 -0.1690 0.07 0.07 -0.26 -0.56
C -4.6725 0.8912 -0.7475 -0.05 -0.08 0.22 -0.35
C -5.0929 2.1323 0.0588 0.16 -0.16 -0.13 0.79
O -4.2491 2.8661 0.5099 -0.28 -0.06 -0.06 -0.61
O -6.3890 2.3754 0.1834 0.23 0.05 0.03 -0.64
N -1.9158 1.9194 -0.7484 0.04 0.00 -0.31 -0.37
N -0.5619 2.0277 -0.5802 0.06 0.02 0.00 -0.36
H 2.4582 -0.9430 0.6191 -0.07 -0.18 0.41 0.39
H 1.1050 -1.2959 -0.1724 0.03 -0.11 0.06 0.39
H 1.8423 1.0080 -0.5084 0.03 0.13 0.08 0.20
H 1.5933 1.2265 1.2224 -0.24 0.15 -0.07 0.26
H -3.6101 -0.6406 0.2943 0.00 0.03 0.05 0.45
H -4.4772 1.2090 -1.7776 0.02 0.01 0.03 0.23
H -5.4600 0.1417 -0.8016 -0.01 0.02 0.04 0.25
H -6.9654 1.6699 -0.1543 -0.15 0.06 0.03 0.52
H -2.4764 2.6498 -1.1553 -0.05 0.13 0.21 0.46
H -0.0337 2.8315 -0.8822 -0.03 -0.01 -0.09 0.45
O 1.7814 3.3552 2.1079 0.05 -0.08 -0.32 -0.99
H 2.1653 4.0985 2.6053 -0.06 0.08 0.08 0.51
H 0.8861 3.6251 1.8845 -0.07 0.05 0.37 0.47
O -1.4726 2.6251 2.6328 0.06 0.11 0.03 -0.92
H -1.3023 2.3609 1.7267 -0.13 -0.02 0.01 0.44
H -2.2819 3.1480 2.5924 -0.04 -0.02 -0.03 0.48
O 2.8987 5.5680 3.5572 -0.06 -0.06 -0.17 -0.96
H 2.3866 6.0836 4.1886 0.02 -0.02 0.04 0.49
H 3.2960 6.2108 2.9602 0.05 0.03 0.06 0.49
O -9.0096 1.4150 0.6303 0.24 0.15 0.06 -0.97
H -9.9621 1.5472 0.5834 -0.01 -0.11 -0.13 0.49
H -8.7168 2.0564 1.2879 -0.06 -0.02 0.05 0.48
O 4.0474 -2.1900 1.6525 0.12 0.05 -0.23 -0.99
H 4.1484 -1.8336 2.5465 -0.02 0.06 0.03 0.51
H 4.3195 -3.1101 1.7229 -0.03 0.00 0.02 0.48
O 1.3670 -1.6634 -2.2598 -0.32 0.10 -0.38 -0.96
H 1.8245 -1.0024 -2.7909 0.15 -0.05 0.07 0.48
H 1.6810 -2.5077 -2.6082 0.10 -0.03 0.17 0.50
O 4.2587 -2.2134 -1.3693 0.14 0.13 -0.06 -0.99
H 5.1187 -1.9050 -1.6822 -0.05 0.12 -0.02 0.49
H 4.1690 -1.8523 -0.4750 0.14 -0.22 0.14 0.50
O 0.1190 -2.4431 -4.9463 -0.05 0.11 0.03 -0.96
H 0.1959 -2.0273 -4.0811 -0.09 -0.04 0.07 0.47
H -0.8071 -2.7080 -5.0131 -0.01 -0.14 -0.04 0.49
O 5.2302 -5.0599 -1.6827 0.12 0.02 -0.17 -0.95
H 4.5522 -5.4391 -1.1166 -0.02 0.00 -0.03 0.47
H 5.1486 -4.1062 -1.5630 -0.21 -0.01 0.23 0.48
O 2.9159 -1.6014 4.2256 0.04 -0.05 -0.17 -0.96
H 2.2782 -1.3844 3.5355 -0.11 -0.01 0.09 0.48
H 2.4448 -1.5301 5.0596 0.00 0.03 0.00 0.48
O -2.8266 -1.2048 2.6128 -0.40 -0.10 -0.28 -0.94
H -3.2682 -0.4799 3.0664 0.12 0.04 0.07 0.47
H -2.3208 -0.8049 1.8984 0.50 0.03 0.31 0.47
O 4.8820 -2.6027 -4.2743 0.15 0.03 0.08 -0.94
H 4.9371 -3.4256 -3.7732 -0.07 -0.07 -0.10 0.48
H 4.1204 -2.1410 -3.9144 -0.03 -0.09 0.04 0.46
O -2.2513 -4.4097 -5.2975 0.07 0.06 0.00 -0.96
H -3.1106 -4.7652 -5.5431 -0.01 0.03 -0.01 0.48
H -1.6146 -4.9358 -5.7932 0.02 0.00 0.03 0.48
O 3.9702 1.3810 2.7414 -0.03 -0.19 -0.18 -0.95
H 4.4235 2.0610 3.2477 -0.01 -0.01 0.02 0.47
H 3.1197 1.7701 2.5085 0.05 0.26 0.16 0.48
```
Forces are in eV/Å.

Summary:
Gap between HOMO and LUMO ... 0.34731 Ha
Charge ... +1
Electronic energy ... -1690.72774 Ha
HOMO energy ... -0.4524 Eh
LUMO energy ... -2.9 eV
Energy above the lowest of the compared OMol25 structures with the same formula, charge and spin ... 0.0 kJ/mol